{"formula": "C5H11N3O", "method": "wB97M-V/def2-TZVPD", "species": ["C", "C", "C", "C", "C", "N", "N", "N", "O", "H", "H", "H", "H", "H", "H", "H", "H", "H", "H", "H"], "positions_angstrom": [[-1.454, 0.689, -0.040], [-1.015, -0.041, -1.250], [-2.582, 0.186, 0.790], [1.927, -1.377, 0.720], [1.161, -0.381, -0.117], [1.928, 0.205, -1.140], [0.695, 0.990, 1.079], [-0.155, -0.700, -0.288], [1.114, 2.034, 0.731], [-1.225, 1.743, 0.016], [1.436, 0.846, -1.747], [2.757, 0.683, -0.811], [-1.731, -0.738, -1.689], [-0.552, 0.570, -2.029], [-2.573, -0.904, 0.828], [-2.535, 0.573, 1.809], [-3.539, 0.504, 0.355], [1.323, -1.666, 1.577], [2.155, -2.269, 0.132], [2.866, -0.947, 1.075]], "gap_ev": [7.871, 7.872], "charge": 0, "lumo_ha": [0.0185, 0.0186], "largest_force_ha_per_bohr": 0.0330, "de_lowest_ev": 5.561, "e_tot_ha": -436.4427, "homo_ha": [-0.2708, -0.2707]}

{"formula": "C21H50AsBBr12NO2", "method": "wB97M-V/def2-TZVPD", "species": ["C", "O", "C", "C", "C", "C", "C", "C", "As", "B", "O", "N", "C", "C", "H", "H", "H", "H", "H", "H", "H", "H", "H", "H", "H", "H", "H", "H", "H", "H", "H", "H", "H", "H", "H", "H", "H", "H", "H", "H", "Br", "C", "C", "Br", "H", "H", "H", "H", "Br", "C", "C", "Br", "H", "H", "H", "H", "Br", "C", "C", "Br", "H", "H", "H", "H", "Br", "C", "C", "Br", "H", "H", "H", "H", "Br", "C", "C", "Br", "H", "H", "H", "H", "Br", "C", "C", "Br", "H", "H", "H", "H"], "positions_angstrom": [[2.430, -1.432, 2.708], [2.841, -1.304, 1.358], [3.970, -0.482, 1.139], [3.726, 0.971, 0.751], [3.282, 1.912, 1.904], [1.757, 2.102, 2.087], [1.334, 2.122, 3.569], [-0.003, 2.829, 3.882], [-1.725, 2.010, 3.133], [-3.421, 1.169, 2.250], [-3.194, 0.351, 1.173], [-4.812, 1.415, 2.663], [-5.695, 1.428, 1.490], [-5.222, 0.396, 3.642], [1.382, -1.159, 2.756], [3.016, -0.812, 3.389], [2.510, -2.470, 3.044], [4.505, -0.955, 0.308], [4.654, -0.512, 1.995], [4.675, 1.316, 0.336], [2.979, 1.025, -0.043], [3.669, 2.893, 1.612], [3.749, 1.592, 2.837], [1.421, 3.035, 1.632], [1.201, 1.312, 1.584], [2.122, 2.641, 4.132], [1.302, 1.104, 3.968], [0.107, 3.852, 3.507], [-0.078, 2.883, 4.973], [-2.334, 3.492, 2.933], [-1.088, 2.115, 1.632], [-1.047, 0.536, 3.364], [-2.387, 1.966, 4.611], [-2.255, 0.114, 1.238], [-6.024, 0.424, 1.195], [-5.202, 1.885, 0.635], [-6.596, 2.011, 1.709], [-4.411, -0.290, 3.888], [-6.057, -0.196, 3.264], [-5.572, 0.880, 4.558], [-0.320, 1.167, -3.342], [0.050, -0.091, -1.908], [1.067, -1.121, -2.314], [0.325, -2.472, -3.513], [-0.903, -0.510, -1.620], [0.441, 0.509, -1.086], [1.422, -1.665, -1.441], [1.912, -0.683, -2.838], [-0.448, -5.450, 5.090], [-0.344, -3.507, 5.211], [-1.230, -2.825, 4.206], [-0.478, -2.877, 2.421], [0.702, -3.245, 5.086], [-0.662, -3.265, 6.223], [-1.324, -1.763, 4.440], [-2.217, -3.270, 4.147], [4.248, -0.866, -8.204], [2.876, -1.317, -6.897], [2.342, -0.098, -6.197], [3.582, 0.579, -4.861], [3.322, -2.029, -6.210], [2.088, -1.806, -7.465], [1.435, -0.349, -5.648], [2.139, 0.723, -6.877], [4.381, 2.775, -2.357], [4.588, 4.354, -1.244], [3.255, 4.963, -0.898], [2.504, 5.943, -2.401], [5.236, 5.038, -1.782], [5.090, 4.011, -0.341], [3.366, 5.694, -0.100], [2.519, 4.219, -0.608], [-8.880, -0.378, 2.788], [-9.708, -1.384, 4.228], [-8.871, -1.344, 5.480], [-7.323, -2.512, 5.350], [-9.859, -2.395, 3.863], [-10.672, -0.911, 4.401], [-9.442, -1.710, 6.331], [-8.495, -0.349, 5.693], [3.304, -3.939, -13.547], [4.387, -3.522, -11.984], [4.115, -4.466, -10.844], [2.435, -4.060, -9.960], [4.178, -2.490, -11.723], [5.419, -3.614, -12.315], [4.879, -4.358, -10.078], [4.061, -5.502, -11.162]], "gap_ev": 4.759, "charge": -1, "lumo_ha": 0.0601, "largest_force_ha_per_bohr": 0.0225, "e_tot_ha": -34184.0591, "homo_ha": -0.1148}

{"formula": "C3BrClO4", "method": "wB97M-V/def2-TZVPD", "species": ["C", "C", "C", "O", "O", "O", "O", "Cl", "Br"], "positions_angstrom": [[0.051, -1.145, 0.576], [-0.227, 1.370, -0.118], [0.565, 0.043, -0.304], [0.886, -1.693, 1.273], [-0.479, 2.002, -1.161], [-1.103, -1.326, 0.291], [-0.486, 1.620, 1.060], [0.353, -0.597, -1.958], [2.544, 0.097, 0.048]], "gap_ev": 6.486, "charge": -2, "lumo_ha": 0.2094, "largest_force_ha_per_bohr": 0.0729, "de_lowest_ev": 0.000, "e_tot_ha": -3449.5152, "homo_ha": -0.0289}

{"formula": "C4H8ClN2", "method": "wB97M-V/def2-TZVPD", "species": ["C", "C", "C", "C", "N", "N", "Cl", "H", "H", "H", "H", "H", "H", "H", "H"], "positions_angstrom": [[1.160, -0.213, -0.041], [-0.592, -1.592, -0.123], [-1.110, -0.221, -0.003], [0.130, 2.056, 0.077], [0.791, -1.498, 0.028], [0.159, 0.629, -0.153], [2.875, -0.020, -0.231], [-0.972, -2.225, 0.697], [-0.774, -2.102, -1.064], [-1.805, 0.099, -0.745], [-1.573, 0.054, 0.858], [0.376, 2.164, 1.126], [-0.806, 2.520, -0.226], [0.698, 2.535, -0.634], [1.442, -2.188, 0.436]], "gap_ev": 10.610, "charge": 1, "lumo_ha": -0.1405, "largest_force_ha_per_bohr": 0.0740, "de_lowest_ev": 1.336, "e_tot_ha": -726.6443, "homo_ha": -0.5304}

{"formula": "C15H42N8O6P2S", "method": "wB97M-V/def2-TZVPD", "species": ["N", "C", "C", "O", "S", "O", "O", "N", "C", "O", "H", "H", "H", "H", "H", "H", "O", "P", "N", "C", "C", "N", "C", "C", "N", "C", "C", "H", "H", "H", "H", "H", "H", "H", "H", "H", "H", "H", "H", "H", "H", "H", "H", "H", "H", "O", "P", "N", "C", "C", "N", "C", "C", "N", "C", "C", "H", "H", "H", "H", "H", "H", "H", "H", "H", "H", "H", "H", "H", "H", "H", "H", "H", "H"], "positions_angstrom": [[1.091, 0.886, -3.177], [1.869, 0.334, -2.063], [2.901, -0.651, -2.567], [3.828, -0.085, -3.521], [5.158, 0.685, -2.965], [5.179, 1.918, -3.695], [4.723, 1.154, -1.405], [5.464, 0.366, -0.466], [4.717, 0.081, 0.482], [3.964, -0.321, 1.262], [1.710, 1.339, -3.842], [0.482, 1.596, -2.790], [2.323, 1.133, -1.471], [1.172, -0.239, -1.445], [3.441, -1.092, -1.724], [2.365, -1.459, -3.064], [-1.496, -1.281, -3.115], [-2.764, -1.708, -3.814], [-2.686, -3.417, -3.544], [-2.072, -4.359, -4.451], [-2.444, -3.765, -2.151], [-2.353, -1.101, -5.378], [-1.915, -1.947, -6.461], [-1.678, 0.197, -5.340], [-4.421, -1.768, -4.206], [-5.352, -2.811, -3.784], [-5.071, -0.602, -4.806], [-2.214, -5.375, -4.075], [-0.992, -4.194, -4.576], [-2.554, -4.349, -5.428], [-3.117, -3.205, -1.495], [-1.415, -3.552, -1.837], [-2.648, -4.825, -1.988], [-0.969, -2.461, -6.247], [-1.764, -1.346, -7.361], [-2.681, -2.680, -6.724], [-0.608, 0.125, -5.116], [-2.127, 0.853, -4.594], [-1.799, 0.676, -6.316], [-5.312, -3.656, -4.474], [-6.376, -2.435, -3.776], [-5.147, -3.172, -2.780], [-5.267, -0.785, -5.865], [-4.451, 0.287, -4.725], [-6.015, -0.370, -4.307], [0.355, 1.694, 3.536], [1.195, 2.092, 4.717], [1.901, 0.585, 5.161], [1.343, -0.321, 6.140], [2.490, -0.124, 4.030], [-0.065, 2.732, 5.718], [-0.553, 2.090, 6.918], [-1.150, 3.384, 4.993], [2.348, 2.978, 5.603], [3.676, 2.497, 5.972], [2.149, 4.408, 5.840], [2.016, -1.170, 6.279], [0.359, -0.715, 5.851], [1.270, 0.146, 7.122], [3.119, 0.551, 3.447], [1.731, -0.543, 3.361], [3.133, -0.934, 4.381], [-1.016, 1.114, 6.720], [-1.308, 2.720, 7.393], [0.243, 1.976, 7.657], [-1.896, 2.672, 4.620], [-0.768, 3.941, 4.139], [-1.649, 4.103, 5.650], [3.628, 1.921, 6.897], [4.359, 3.333, 6.135], [4.125, 1.878, 5.199], [1.867, 4.582, 6.881], [1.366, 4.814, 5.206], [3.054, 4.979, 5.620]], "gap_ev": 7.924, "charge": 0, "lumo_ha": -0.0001, "largest_force_ha_per_bohr": 0.1007, "e_tot_ha": -2566.9190, "homo_ha": -0.2913}

{"formula": "C52H55GeKN4O3S2Se", "method": "wB97M-V/def2-TZVPD", "species": ["K", "C", "C", "N", "N", "C", "S", "S", "C", "C", "C", "C", "C", "C", "C", "C", "C", "C", "C", "C", "C", "O", "H", "H", "H", "H", "H", "H", "H", "H", "H", "H", "H", "H", "H", "H", "C", "C", "C", "C", "N", "C", "Se", "N", "C", "C", "C", "C", "C", "C", "C", "C", "C", "C", "H", "H", "H", "H", "H", "H", "H", "H", "H", "H", "H", "H", "H", "H", "H", "H", "H", "H", "H", "H", "H", "H", "O", "C", "O", "C", "C", "Ge", "C", "C", "C", "C", "C", "C", "C", "C", "C", "C", "C", "C", "C", "C", "C", "C", "C", "C", "H", "H", "H", "H", "H", "H", "H", "H", "H", "H", "H", "H", "H", "H", "H", "H", "H", "H", "H"], "positions_angstrom": [[-0.693, -1.061, 1.106], [1.981, -1.024, 2.323], [2.039, -0.968, 0.816], [1.852, 0.178, 0.288], [2.046, 0.455, -1.032], [1.249, 0.133, -1.978], [-0.200, -0.744, -2.043], [1.728, 0.820, -3.594], [2.656, 2.350, -3.165], [4.142, 2.160, -3.176], [4.817, 1.782, -2.016], [6.190, 1.598, -2.029], [6.914, 1.779, -3.200], [6.249, 2.145, -4.362], [4.875, 2.336, -4.347], [2.335, -2.237, 0.097], [3.614, -2.520, -0.349], [3.906, -3.694, -1.037], [2.861, -4.565, -1.327], [1.577, -4.299, -0.897], [1.251, -3.158, -0.109], [0.082, -2.987, 0.386], [2.958, -0.742, 2.727], [1.749, -2.035, 2.657], [1.234, -0.336, 2.725], [2.297, 2.648, -2.181], [2.348, 3.070, -3.923], [4.243, 1.619, -1.115], [6.709, 1.309, -1.122], [7.987, 1.629, -3.214], [6.805, 2.267, -5.286], [4.363, 2.617, -5.261], [4.410, -1.809, -0.146], [4.920, -3.919, -1.345], [3.051, -5.471, -1.896], [0.767, -4.981, -1.138], [-5.213, -5.392, 0.689], [-4.558, -5.682, -0.658], [-3.047, -5.905, -0.548], [-2.231, -4.612, -0.433], [-2.347, -3.790, -1.622], [-2.985, -2.590, -1.705], [-4.047, -1.855, -0.428], [-2.807, -2.112, -2.969], [-3.238, -0.820, -3.473], [-4.368, -0.954, -4.499], [-5.700, -1.429, -3.914], [-6.411, -0.353, -3.099], [-2.030, -3.001, -3.686], [-1.585, -2.987, -4.997], [-0.882, -4.095, -5.444], [-0.610, -5.170, -4.600], [-1.023, -5.168, -3.276], [-1.745, -4.071, -2.833], [-6.292, -5.275, 0.574], [-4.824, -4.465, 1.109], [-5.027, -6.206, 1.394], [-4.753, -4.847, -1.336], [-5.016, -6.573, -1.099], [-2.705, -6.458, -1.427], [-2.837, -6.517, 0.334], [-1.172, -4.825, -0.280], [-2.557, -4.007, 0.410], [-2.363, -0.336, -3.909], [-3.549, -0.227, -2.615], [-4.050, -1.656, -5.275], [-4.514, 0.022, -4.973], [-5.525, -2.302, -3.279], [-6.349, -1.745, -4.737], [-5.836, -0.108, -2.207], [-7.390, -0.705, -2.771], [-6.551, 0.556, -3.691], [-1.756, -2.134, -5.640], [-0.527, -4.123, -6.467], [-0.055, -6.017, -4.982], [-0.774, -5.986, -2.614], [-2.691, 1.353, 3.890], [-1.951, 0.991, 2.947], [-1.177, 0.002, 2.944], [-1.913, 1.892, 1.688], [-0.493, 2.426, 1.488], [0.384, 3.334, 3.024], [2.086, 3.924, 2.161], [2.992, 2.899, 1.872], [4.188, 3.150, 1.220], [4.507, 4.439, 0.814], [3.617, 5.468, 1.079], [2.426, 5.209, 1.747], [1.013, 2.353, 4.635], [2.316, 2.603, 5.070], [2.811, 2.033, 6.234], [2.002, 1.203, 6.995], [0.710, 0.934, 6.567], [0.214, 1.505, 5.403], [-0.739, 4.826, 3.737], [-0.345, 6.164, 3.762], [-1.188, 7.156, 4.243], [-2.444, 6.826, 4.728], [-2.848, 5.497, 4.723], [-2.005, 4.507, 4.236], [-2.625, 2.707, 1.830], [-2.212, 1.311, 0.806], [-0.459, 3.158, 0.675], [0.178, 1.608, 1.216], [2.746, 1.877, 2.142], [4.872, 2.334, 1.020], [5.428, 4.627, 0.276], [3.846, 6.482, 0.769], [1.742, 6.031, 1.914], [2.954, 3.255, 4.487], [3.830, 2.240, 6.542], [2.374, 0.776, 7.920], [0.077, 0.270, 7.145], [-0.798, 1.276, 5.098], [0.639, 6.443, 3.409], [-0.862, 8.191, 4.233], [-3.100, 7.598, 5.114], [-3.829, 5.227, 5.095], [-2.339, 3.473, 4.242]], "gap_ev": 6.009, "charge": -2, "lumo_ha": 0.1490, "largest_force_ha_per_bohr": 0.0490, "de_lowest_ev": 0.000, "e_tot_ha": -8334.0579, "homo_ha": -0.0718}